1.
Entry from the Open Molecules 2025 dataset: a 11-piece molecular cluster, C27H53Cl12N3O9 overall in a non-equilibrium geometry (ωB97M-V/def2-TZVPD).

```
104
Properties=species:S:1:pos:R:3:forces:R:3:lowdin_charge:R:1
H 3.610578 -1.546235 -2.483104 0.3 -0.1 -0.3 0.032
C 0.961019 4.577389 1.112694 0.3 -1.4 -0.4 -0.160
O -2.894857 2.724607 -0.520889 0.2 -0.5 -0.1 0.008
H 4.542606 0.611124 0.223667 0.1 0.2 -0.2 0.079
Cl 4.540486 -3.615274 -3.312415 -0.1 0.4 0.0 0.558
C 0.006624 6.535273 0.483225 0.5 0.1 0.1 -0.569
C -4.017632 2.713296 -1.019346 -0.6 1.0 0.3 -0.546
H -5.579939 2.467384 0.462191 0.2 -0.1 0.0 0.084
Cl -3.728372 -1.291753 8.060304 -0.2 -0.2 -0.3 0.550
Cl 0.879249 3.487522 -3.756807 0.1 0.1 -0.1 0.609
H 1.421387 4.128060 -0.989759 0.3 0.7 -0.1 0.062
H -2.682416 1.072810 -2.645678 -0.4 -0.4 -0.5 0.038
H -4.920421 4.097480 0.330833 0.2 -0.1 0.0 0.089
H 1.748925 -0.404202 4.499433 -0.1 -0.2 0.2 0.077
Cl -1.588899 -0.790612 5.564675 0.4 0.1 0.0 0.579
O 0.955989 -6.298865 -1.030492 0.2 -0.4 -0.4 0.179
N -4.228481 2.394023 -2.302103 1.0 -0.1 -1.0 0.030
H -3.958756 -2.507023 5.992047 0.4 -0.1 0.4 0.070
O 0.047243 -5.115467 0.651905 -0.4 0.3 -0.8 0.047
H -2.781789 -2.105811 -1.829491 -0.5 -0.3 -0.1 0.078
H 2.182700 2.537608 -5.501539 -0.1 0.1 0.0 0.072
H 2.462363 0.652481 1.459648 -0.1 0.3 0.1 0.032
H -0.392012 -3.009501 0.909179 -0.3 -0.4 -0.3 0.084
H 3.011178 -2.191058 2.672168 0.5 -0.4 0.1 0.103
O 0.353062 5.773179 1.543184 -0.1 0.1 0.6 0.078
H -3.334813 1.812376 -4.156579 -0.2 0.0 0.0 0.077
H 1.828471 -3.986904 -2.559749 -0.4 0.1 -0.2 0.059
Cl -1.420724 -2.456391 -6.884243 0.2 0.0 0.0 0.550
C 2.845097 -2.511695 6.048005 -0.5 0.6 0.5 0.007
H 1.553767 1.307840 -4.362657 -0.3 0.1 -0.2 0.010
H -5.177145 -1.312640 6.147376 0.0 0.3 0.4 0.075
O 0.796347 -0.523557 0.452333 -0.3 0.1 0.0 -0.021
C -1.590642 -0.692377 -7.035731 0.1 0.0 -0.7 -0.665
H -0.251425 1.682746 -1.723125 0.2 0.1 -0.1 0.044
H -1.435024 -0.425475 -8.083469 0.1 -0.2 0.0 0.076
H 5.288442 1.826909 1.305028 0.1 -0.3 0.1 0.067
C 0.625223 4.542181 -0.372728 -0.3 -1.2 0.0 -0.159
Cl 3.802823 2.861027 -0.095686 -0.2 -0.1 -0.2 0.632
H -4.254040 -3.637166 -0.056723 -0.2 0.4 0.1 0.070
N 2.673579 -2.098069 3.609416 -1.5 1.3 0.5 0.022
O -0.399346 7.646424 0.562161 -0.2 0.0 -0.1 0.169
H 3.240185 2.074631 -2.607014 -0.3 0.3 -0.1 -0.012
H -0.605336 1.134311 -6.484910 -0.1 0.0 0.1 0.078
C -3.313842 -3.100791 0.043302 0.3 -0.3 -0.1 -0.612
H 1.477741 1.254624 -1.476621 0.0 0.0 0.1 0.062
C -4.116060 -1.484133 6.331311 -0.1 -0.1 -1.0 -0.661
H -3.597093 -0.410512 4.450739 -0.2 -0.5 0.0 0.058
C 3.367695 1.029261 1.936846 0.1 0.0 -0.6 -0.647
C -0.569593 0.076818 -6.225081 -0.3 -0.1 -0.2 -0.636
Cl 1.606586 -2.439598 -4.352865 -0.2 -0.1 -0.2 0.556
H 0.592960 3.678986 1.616458 -0.6 0.4 0.2 0.108
C -5.204671 3.214025 -0.237521 -0.5 0.1 0.0 0.009
H -6.035118 3.516222 -0.877955 0.0 -0.2 -0.1 0.078
H 3.666304 -2.167931 6.675960 0.2 -0.2 -0.2 0.091
Cl 4.173011 0.773569 -4.288839 0.2 -0.3 -0.1 0.587
C 4.361916 1.472023 0.863156 0.0 -0.1 1.0 -0.599
O 0.256361 5.876387 -0.663485 0.1 0.2 -0.5 0.073
C -3.093245 1.973674 -3.115184 0.8 -0.6 1.3 -0.100
H 3.622224 -2.870799 -1.317943 -0.2 0.0 0.0 0.054
C -3.204782 -1.884158 -0.849879 0.3 0.4 0.0 -0.643
C -3.318556 -0.481426 5.500501 -0.9 0.4 0.5 -0.686
H -3.574267 0.486603 5.936042 0.6 0.1 -0.1 0.069
H -1.468836 1.628102 0.011583 0.0 0.1 0.1 0.077
C 0.261504 -3.816064 1.236169 0.9 -1.0 0.4 -0.113
C 1.722234 -3.574119 0.873726 0.3 -0.1 0.6 -0.121
C 1.018740 -5.398820 -0.269482 -0.8 0.4 0.8 -0.573
N -0.917716 0.968087 0.553621 -0.7 0.4 -0.5 0.042
H 1.319395 -2.322890 -2.023794 -0.1 -0.2 0.1 0.059
C 0.449167 0.905351 -1.420579 -0.6 -0.3 -0.2 -0.008
Cl 2.951574 2.318623 3.089045 0.0 0.0 0.0 0.597
O 2.013223 -4.505466 -0.166020 0.0 0.0 -0.4 0.037
C 3.412684 -2.608346 -2.355211 -0.1 0.0 0.5 -0.664
Cl -4.767913 -1.035991 -1.035516 -0.1 -0.1 -0.1 0.562
H 2.029248 4.500610 1.327842 0.1 0.9 -0.1 0.068
H -2.559640 -3.853807 -0.188625 0.3 0.3 0.0 0.067
O 4.275710 -3.425601 4.388701 -0.3 0.1 0.3 0.023
C 3.308745 -2.709897 4.633339 1.4 -0.9 -0.5 -0.544
H 0.622724 -1.711178 4.008670 -0.2 0.1 -0.1 0.048
H 3.966884 3.059743 -3.921834 0.0 0.1 0.3 0.071
C 1.959203 -2.913937 -2.677310 1.0 -0.1 0.0 -0.649
C 1.537055 -1.178315 3.759906 0.7 0.2 -0.1 -0.095
C 3.328029 2.215392 -3.678787 -0.3 0.3 -0.8 -0.643
Cl -0.900442 -0.067362 -4.492034 0.0 0.1 0.2 0.606
H -0.912130 1.075826 2.660180 0.0 0.2 -0.1 0.085
C 1.997852 2.296360 -4.460662 0.7 -0.7 1.0 -0.661
C -1.430886 0.574210 1.836424 0.8 -0.9 1.2 -0.081
H 3.775153 0.201641 2.515988 0.3 0.1 0.0 0.065
H -2.545723 -1.116801 -0.444121 0.1 -0.2 0.3 0.035
H 0.442556 -0.275502 -6.414343 -0.1 -0.2 0.0 0.065
H -2.637748 -0.494815 -6.825905 0.1 0.4 0.4 0.063
C 0.116958 0.380616 -0.056899 0.6 -0.2 0.5 -0.529
H 2.065794 -1.759099 6.173989 -0.1 -0.1 -0.2 0.060
H -0.224983 3.891373 -0.610868 -0.2 0.2 0.3 0.108
H -5.113306 2.398115 -2.770416 -0.4 0.2 0.5 0.137
H 2.481558 -3.442529 6.478896 0.1 -0.1 -0.2 0.092
H 2.328471 -3.869496 1.730105 0.3 0.3 -0.1 0.122
H -2.209597 2.605923 -2.994669 -0.5 0.7 -0.3 0.066
H 1.913697 -2.563964 0.515942 0.1 0.0 0.1 0.100
H 0.164639 -4.036470 2.297383 -0.2 0.7 0.1 0.132
H 0.330641 0.060787 -2.104491 0.2 0.1 -0.1 0.042
Cl -3.076917 -2.653747 1.761238 -0.3 -0.1 0.0 0.578
H -1.211957 -0.485794 1.985566 -0.1 0.0 0.0 0.040
H -2.494654 0.703283 2.018363 -0.1 0.3 -0.7 0.083
H 1.446159 -0.617453 2.830676 -0.4 -0.4 -0.1 0.043
```
Positions in Å, forces in eV/Å.

The calculation puts the LUMO energy at 0.0008 Ha. Its maximum force is 2.02 eV/Å. The value obtained for the HOMO energy is -9.75 eV. Its multiplicity is 1. The electronic energy comes out at -7424.4206 Eh. The HOMO-LUMO gap comes out at 9.78 eV. The SMILES is O=C1OCCO1.O=C1OCCO1.CNC(C)=O.CNC(C)=O.CNC(C)=O.ClCCCl.ClCCCl.ClCCCl.ClCCCl.ClCCCl.ClCCCl.

---

2.
Entry from the Open Molecules 2025 dataset: one molecule with the formula C5H4Br2O2 in a non-equilibrium geometry (ωB97M-V/def2-TZVPD).

```
13
Properties=species:S:1:pos:R:3:forces:R:3:lowdin_charge:R:1
C 1.059107 -0.965240 1.564513 -0.3 -0.9 1.3 -0.170
H 1.045899 0.367438 -1.390440 -1.0 0.1 2.4 0.129
C -0.380244 0.379658 0.497461 -0.4 0.6 -1.0 -0.248
C 1.664218 -0.668123 0.443716 0.7 1.0 -0.6 -0.807
C -1.275383 -0.327580 -0.618520 -0.2 1.4 1.6 -0.196
Br 3.344063 -1.262852 -0.075305 0.2 -0.1 -0.1 0.770
H 1.422743 -1.596498 2.383062 -0.4 0.2 -0.5 0.148
O -0.158890 -0.379243 1.739613 -0.3 1.0 -1.5 -0.010
C 0.970582 0.494503 -0.217763 1.3 -1.6 -2.4 -0.700
O -1.232218 -1.503674 -0.796559 -0.5 0.4 -0.5 0.103
H -0.793917 1.396101 0.655216 0.1 -0.8 0.6 0.145
H -1.938044 0.509659 -1.144220 1.0 -1.8 0.3 0.162
Br 2.071609 2.101534 -0.071510 -0.2 0.5 0.5 0.675
```
Positions in Å, forces in eV/Å.

The calculation puts the LUMO energy at 0.0133 Ha. Its maximum force is 3.21 eV/Å. The value obtained for the HOMO energy is -8.98 eV. Its multiplicity is 1. The electronic energy comes out at -5491.3646 Eh. The HOMO-LUMO gap comes out at 9.34 eV. The SMILES is O=C[C@H]1OC=C(Br)[C@@H]1Br.

---

3.
Entry from the Open Molecules 2025 dataset: one molecule with the formula C3H6O in a non-equilibrium geometry (ωB97M-V/def2-TZVPD).

```
10
Properties=species:S:1:pos:R:3:forces:R:3:lowdin_charge:R:1
C 0.398530 1.010324 -0.029358 0.1 0.3 -1.0 -0.204
H 0.101909 1.779184 -0.761342 0.0 -0.1 0.3 0.111
H -0.083512 -0.538219 -1.590780 0.2 0.1 0.3 0.102
C -0.689685 -0.637733 0.546959 0.1 0.0 0.0 -0.188
H 1.258920 -1.031482 -0.499091 -0.5 0.4 -0.1 0.105
O -0.636326 0.756880 0.925287 0.1 -0.2 0.1 -0.127
H -1.684256 -0.939872 0.231734 -0.2 0.0 0.0 0.107
C 0.335298 -0.428980 -0.582198 0.3 -0.3 0.2 -0.124
H -0.357173 -1.289523 1.357586 0.0 0.0 0.0 0.109
H 1.356296 1.319420 0.401202 -0.1 -0.1 0.2 0.109
```
Positions in Å, forces in eV/Å.

The calculation puts the LUMO energy at 0.0436 Ha. Its maximum force is 1.09 eV/Å. The value obtained for the HOMO energy is -9.63 eV. Its multiplicity is 1. The electronic energy comes out at -193.0936 Eh. The HOMO-LUMO gap comes out at 10.82 eV. The SMILES is C1COC1.

---

4.
Entry from the Open Molecules 2025 dataset: C49H29Cl7N5OPbS2 as an isolated structure (ωB97M-V/def2-TZVPD).

```
94
Properties=species:S:1:pos:R:3:forces:R:3:lowdin_charge:R:1
H -7.012301 3.549526 -1.576165 0.0 0.0 0.0 0.099
H -4.868521 -0.540518 -2.198836 0.0 0.0 0.0 0.109
Cl 5.471752 -3.069412 6.967434 0.0 0.0 0.0 0.638
C -1.946034 3.702118 -1.035546 0.0 0.1 0.1 0.020
H -1.069559 -5.438399 -0.494645 0.0 0.0 0.0 0.128
C 2.851412 -1.432506 4.441265 0.0 0.0 0.0 -0.022
H 3.280436 3.051979 2.693313 0.0 0.0 0.0 0.109
H -2.299127 -7.584419 -0.257505 0.0 0.0 0.0 0.103
Pb 0.298494 -0.143190 -0.989068 0.1 0.0 0.0 1.332
C -2.602315 -4.268275 0.429163 0.0 0.0 0.0 -0.202
C 1.532551 4.473738 1.226395 0.0 0.0 0.0 -0.216
Cl 4.751466 -0.149778 -3.899445 0.0 0.0 0.0 0.604
C -3.999876 -0.847712 -1.639878 0.0 0.0 0.0 0.005
H 2.881115 -1.351015 -0.212797 0.0 0.0 0.0 0.084
C 2.745021 4.934390 0.711851 0.0 0.0 0.0 -0.026
H -0.114061 4.968603 2.498422 0.0 0.0 0.0 0.124
N -0.742112 1.871026 -0.290064 0.0 -0.1 -0.1 -0.017
C -3.705823 -2.091351 -1.174277 0.0 -0.1 0.1 -0.004
C -2.453483 -1.996865 -0.479536 0.0 0.1 -0.1 -0.248
C 3.771881 1.299869 -4.237980 0.0 0.0 0.0 -1.591
C 4.627842 -2.613682 5.511503 0.0 0.0 0.0 -0.672
C 1.818444 2.005811 1.300364 0.0 0.0 -0.1 -0.237
C -6.194732 3.131621 -3.510068 0.0 0.0 0.0 -0.674
N 2.550710 1.953578 -2.024026 0.0 0.0 -0.1 0.220
C -0.323283 -3.760835 2.095795 0.0 0.0 0.1 -0.025
C 1.235682 -2.188914 1.823531 -0.1 0.0 -0.1 -0.240
N 0.335151 -1.945871 0.867456 0.0 0.0 0.1 0.034
C -6.183530 3.126041 -2.126553 0.0 0.0 0.0 -0.109
C -5.150620 2.592564 -4.241085 0.0 0.0 0.0 -0.094
H 2.219722 -2.928882 -3.452179 0.0 0.0 0.0 0.084
H 1.012383 -3.356901 -4.707057 0.0 0.0 0.0 0.069
H 3.297864 4.297909 0.031368 0.0 0.0 0.0 0.119
C 5.082457 -3.073418 4.290121 0.0 0.0 0.0 -0.101
N 1.670598 0.755833 0.928116 0.0 0.1 0.1 0.037
H 2.358935 -2.288904 -5.122544 0.0 0.0 0.0 0.056
C 4.406551 -2.696844 3.136196 0.0 0.0 0.0 -0.014
C -2.866558 1.424319 -1.456199 0.1 0.0 0.0 -0.122
S -0.731567 0.475563 -3.998036 0.0 0.1 0.1 0.499
C 3.510159 0.925020 2.344177 0.1 0.0 0.0 0.018
C 1.030532 3.120635 0.866692 0.0 -0.1 0.1 -0.109
H -5.181540 2.603925 -5.321901 0.0 0.0 0.0 0.105
C 2.961403 2.137482 2.219751 0.0 0.0 0.0 0.019
C -2.724222 -6.660021 0.107840 0.0 0.0 0.0 -0.100
C 1.671754 -2.577451 -4.326314 0.0 0.0 0.0 -0.160
H 4.748177 -3.063195 2.176196 0.0 0.0 0.0 0.120
C 2.715779 -0.000465 1.525553 -0.1 0.1 -0.1 -0.365
H 1.399028 -3.691378 3.469323 0.0 0.0 0.0 0.100
C 0.825692 5.313902 2.085380 0.0 0.0 0.0 -0.031
C -2.914505 0.003302 -1.240424 0.0 -0.2 0.0 -0.270
H 3.172660 -1.450176 6.568209 0.0 0.0 0.0 0.104
H -4.296602 -2.985711 -1.287560 0.0 0.0 0.0 0.109
C -2.044933 -5.459663 -0.026061 0.0 0.0 0.0 -0.015
H -0.625951 5.200612 -0.185656 0.0 0.0 0.0 0.107
H -2.723083 4.265975 -1.526242 0.0 0.0 0.0 0.114
H 1.976718 -0.795436 4.494429 0.0 0.0 0.0 0.136
C -4.026791 2.027970 -2.177597 0.0 0.0 -0.1 -0.215
H -5.502669 -5.526320 1.682691 0.0 0.0 0.0 0.103
C -3.850552 -4.301845 1.044024 0.0 0.0 0.0 -0.025
C 1.301814 6.573373 2.419705 0.0 0.0 0.0 -0.106
Cl 2.623412 0.979305 -5.518771 0.0 0.0 0.0 0.677
C 3.242522 6.185168 1.043407 0.0 0.0 0.0 -0.103
N -1.992630 -0.693580 -0.571928 0.0 0.0 0.0 -0.010
C 3.292522 -1.872014 3.195296 0.0 0.0 0.0 -0.199
C -1.856523 -2.985303 0.285635 0.0 -0.1 0.0 -0.052
H -4.280529 -3.379341 1.412015 0.0 0.0 0.0 0.128
C -4.069077 2.038880 -3.570326 0.0 0.0 0.0 -0.011
C 3.336323 -1.138263 0.745035 0.0 0.0 0.0 0.014
O 0.925491 -1.456959 -3.868136 0.0 0.0 0.0 -0.388
H -0.914800 -4.589343 2.451101 0.0 0.0 0.0 0.106
C -1.889658 2.241686 -0.970049 -0.1 0.1 0.0 -0.257
C 3.069576 1.658527 -3.003991 -0.1 0.1 0.1 -0.374
C 0.094111 -0.806020 -4.733853 -0.1 -0.1 0.0 -1.445
Cl 4.851654 2.648977 -4.668300 0.0 0.0 0.0 0.598
C 3.512488 -1.795072 5.601584 0.0 0.0 0.0 -0.095
C -0.892111 4.170734 -0.357979 -0.1 0.0 0.0 0.012
C 2.511196 6.994624 1.895655 0.0 0.0 0.0 -0.676
S -0.018726 -1.289194 -6.327078 0.0 0.0 0.0 0.509
C -0.125665 3.009659 0.119838 0.0 0.1 0.0 -0.243
H 4.365548 0.649979 2.942118 0.0 0.0 0.0 0.122
Cl -4.820640 -8.172073 0.907333 0.0 0.0 0.0 0.637
Cl 3.125102 8.572931 2.316419 0.0 0.0 0.0 0.630
H 0.746507 7.219157 3.086032 0.0 0.0 0.0 0.101
H 4.181843 6.535449 0.637833 0.0 0.0 0.0 0.102
C 2.532743 -1.482626 1.958558 0.2 0.0 0.1 -0.226
H -3.251915 1.602982 -4.132535 0.0 0.0 0.0 0.067
H 4.413048 -1.234039 0.779764 0.0 0.0 0.0 0.113
C -5.095948 2.568686 -1.469806 0.0 0.0 0.0 -0.027
H -5.073318 2.553749 -0.386699 0.0 0.0 0.0 0.124
C 0.856908 -3.289548 2.629056 0.0 -0.1 0.0 -0.027
Cl -7.557980 3.831348 -4.346920 0.0 0.0 0.0 0.628
H 5.948773 -3.718564 4.243426 0.0 0.0 0.0 0.102
C -4.536963 -5.497344 1.197522 0.0 0.0 0.0 -0.100
C -0.648133 -2.905747 1.015382 0.0 0.0 -0.1 -0.263
C -3.964976 -6.664143 0.722341 0.0 0.0 0.0 -0.672
```
Positions in Å, forces in eV/Å.

The calculation puts the LUMO energy at 0.0414 Ha. As for the charge: -1. Its maximum force is 0.19 eV/Å. The value obtained for the HOMO energy is -4.34 eV. Its multiplicity is 1. The electronic energy comes out at -6444.3428 Eh. The HOMO-LUMO gap comes out at 5.46 eV.